1.
The following is a quantum chemistry calculation of C21H21F6N7O3PPdS4 as an isolated structure, from the Open Molecules 2025 dataset.

```
64
C21H21F6N7O3PPdS4, DFT the ωB97M-V functional and the def2-TZVPD basis
Pd -0.04708 -1.56485 2.13767
N 1.40952 4.00816 6.34458
C 0.82169 3.38771 5.33649
C 1.57854 2.50120 4.50471
C 0.97158 1.88912 3.44940
C -0.39372 2.13777 3.20127
C -1.15848 2.99327 4.01345
C -0.56894 3.61457 5.07300
S -1.13952 1.39739 1.75342
O -2.21869 2.25090 1.36872
O -0.03846 1.11735 0.87768
N -1.65721 -0.03189 2.33439
C -2.94210 -0.38383 2.29104
N -3.96433 0.36219 1.88528
C -5.22478 0.01544 1.76335
C -5.62123 -1.25128 2.15155
C -4.57268 -2.03936 2.62624
N -3.33506 -1.61218 2.68107
H 2.39245 3.87791 6.54268
H 0.90191 4.64855 6.94006
H 2.62926 2.34215 4.71457
H 1.52586 1.23362 2.78903
H -2.19686 3.17460 3.76836
H -1.12578 4.29176 5.70870
H -5.90791 0.76638 1.37654
H -6.64288 -1.59111 2.08676
H -4.73665 -3.06190 2.95426
C 0.89777 -0.62190 -1.83171
N 0.88789 -2.05656 -1.55918
C 1.77731 -2.88341 -2.36572
C 0.17361 -2.57158 -0.59726
O -0.61760 -1.90182 0.13333
H 0.45748 -0.43134 -2.81053
H 1.92973 -0.27628 -1.82538
H 0.34021 -0.10028 -1.06285
H 1.53744 -2.75702 -3.42006
H 1.65706 -3.92984 -2.09460
H 2.80916 -2.58290 -2.18769
H 0.29149 -3.64611 -0.44714
F 2.36809 -0.66283 0.89377
P 3.19718 -1.69675 1.81806
F 1.84427 -2.74092 1.67653
F 2.41921 -1.05717 3.12019
F 3.80282 -2.40914 0.52661
F 3.85156 -2.80512 2.77916
F 4.40461 -0.70862 1.98394
S 4.55652 -4.93168 5.67732
C 3.04243 -4.55153 5.08932
S 2.05044 -3.28320 5.67924
C 0.93140 -3.57838 4.40526
N 1.25038 -4.60874 3.65775
N 2.41956 -5.12419 4.03511
C 2.95353 -6.22092 3.28178
C 3.31048 -7.39189 3.93336
C 3.83966 -8.42928 3.18275
C 4.00248 -8.28046 1.81298
C 3.63261 -7.09816 1.18051
C 3.09589 -6.05445 1.91240
S -0.48924 -2.61065 4.18936
H 3.14541 -7.50250 4.99751
H 4.11759 -9.35472 3.66845
H 4.41981 -9.09174 1.23157
H 3.77638 -6.98866 0.11425
H 2.82256 -5.11241 1.45597
```

Gap between HOMO and LUMO (alpha / beta) ... 8.017 / 4.917 eV
Total charge ... +2
HOMO energy (alpha / beta) ... -13.3894 / -13.7912 eV
Molar mass ... 799.095 g mol⁻¹
LUMO (alpha / beta) ... -5.37 / -8.87 eV
2S+1 ... 6

2.
The following is a quantum chemistry calculation of a single C21H21FN2O molecule, from the Open Molecules 2025 dataset.

```
46
C21H21FN2O, DFT the ωB97M-V functional and the def2-TZVPD basis
O -1.27292 2.63041 -2.25397
C -0.88893 2.66932 -0.94931
C -1.46469 1.91300 0.05627
C -1.01624 2.10890 1.39572
C -1.60566 1.47779 2.51483
C -1.13671 1.67756 3.78383
C -0.04613 2.52383 4.01983
C 0.53230 3.17775 2.96969
C 0.06224 3.00106 1.65288
C 0.64519 3.71050 0.58275
C 0.16511 3.56687 -0.68069
H 0.57302 4.11446 -1.51554
H 1.46828 4.37969 0.78541
H 1.36078 3.85297 3.13038
H 0.31799 2.66341 5.02672
H -1.61463 1.18190 4.61650
H -2.46059 0.83390 2.38350
C -2.49982 0.85624 -0.28191
N -1.96347 -0.46249 -0.61266
C -1.23163 -1.08427 0.47665
C -0.89452 -2.52965 0.09594
N -0.12997 -2.60967 -1.12638
C 1.25315 -2.56618 -1.09951
C 2.01355 -2.91864 -2.22577
C 3.39077 -2.94153 -2.22798
C 4.08649 -2.63089 -1.07222
C 3.37340 -2.30528 0.06675
C 1.99191 -2.26979 0.05316
H 1.47899 -1.99398 0.96042
H 3.89546 -2.06353 0.98059
H 5.16449 -2.65096 -1.06440
H 3.90144 -3.22169 -3.13612
F 1.39335 -3.28179 -3.38173
C -0.86562 -1.96570 -2.19335
C -1.17812 -0.50780 -1.83310
H -1.76406 -0.07563 -2.64841
H -0.22778 0.04851 -1.74059
H -0.31092 -1.99178 -3.12713
H -1.80625 -2.50888 -2.32864
H -0.36443 -3.03009 0.90604
H -1.83347 -3.06517 -0.08260
H -1.86560 -1.09276 1.36462
H -0.30578 -0.53248 0.71271
H -3.11667 1.16934 -1.13323
H -3.18721 0.71537 0.55348
H -2.01609 2.02785 -2.37345
```

Gap between HOMO and LUMO ... 8.307 eV
HOMO energy ... -7.7213 eV
Molar mass ... 336.410 g mol⁻¹
ΔE to the lowest compared entry with this formula, charge and spin ... 14.1 kcal/mol
LUMO ... 0.59 eV

> Which formula does entry 1 have?

C21H21F6N7O3PPdS4

> Which of these has the highest molar mass?

C21H21F6N7O3PPdS4